190
Properties=species:S:1:pos:R:3:lowdin_charge:R:1 method="wB97M-V/def2-TZVPD" homo_lumo_gap_ev=6.5712 e_tot_ha=-8570.60555
N 0.959 -0.139 -0.271 -0.32
S 1.946 -0.938 0.703 0.69
O 1.923 -2.378 0.409 -0.29
O 2.025 -0.398 2.022 -0.26
F 3.453 -0.422 -0.114 -0.24
S -0.394 0.429 -0.142 0.59
O -0.615 1.579 0.718 -0.26
O -1.420 -0.643 -0.243 -0.33
F -0.462 1.087 -1.771 -0.27
C 2.718 -1.837 -4.893 -0.04
C 2.652 -1.426 -3.405 -0.26
C 3.540 -2.447 -2.592 -0.15
O 4.856 -2.119 -3.001 -0.21
C 5.883 -2.819 -2.325 -0.08
N 3.138 -0.042 -3.223 0.18
H 3.019 0.479 -4.144 0.06
H 2.583 0.538 -2.601 0.10
H 4.053 0.014 -2.834 0.07
H 2.332 -2.857 -4.984 0.08
H 3.726 -1.668 -5.236 0.09
H 2.111 -1.252 -5.564 0.04
H 1.612 -1.457 -3.059 0.14
H 3.356 -3.467 -2.930 0.13
H 3.466 -2.334 -1.517 0.08
H 5.815 -3.838 -2.645 0.08
H 5.612 -2.814 -1.255 0.09
H 6.818 -2.294 -2.437 0.09
C -3.877 0.310 1.661 -0.03
C -4.000 1.771 1.954 -0.34
C -5.205 2.170 2.833 -0.16
O -5.230 3.579 2.970 -0.18
C -5.811 4.250 1.872 -0.10
N -2.818 2.342 2.621 0.23
H -2.462 1.848 3.474 0.14
H -2.016 2.405 2.007 0.10
H -2.993 3.312 2.882 0.13
H -3.046 0.180 0.983 0.04
H -4.811 -0.051 1.220 0.09
H -3.699 -0.245 2.581 0.08
H -4.108 2.263 0.984 0.14
H -4.988 1.722 3.827 0.15
H -6.114 1.864 2.316 0.12
H -5.577 5.294 2.012 0.09
H -6.892 4.099 1.882 0.08
H -5.440 3.919 0.909 0.07
C -1.538 -6.056 -0.037 -0.03
C -1.739 -5.029 1.112 -0.23
C -1.016 -5.386 2.400 -0.15
O 0.403 -5.502 2.132 -0.24
C 0.958 -6.847 2.123 -0.04
N -1.034 -3.790 0.517 0.23
H -1.425 -2.915 0.851 0.11
H -0.066 -3.803 0.769 0.10
H -1.096 -3.749 -0.504 0.12
H -2.076 -5.829 -0.958 0.06
H -1.798 -7.031 0.355 0.08
H -0.480 -6.082 -0.280 0.08
H -2.738 -4.713 1.435 0.15
H -1.345 -6.329 2.811 0.13
H -1.100 -4.544 3.091 0.11
H 1.807 -6.692 1.474 0.09
H 0.283 -7.545 1.657 0.08
H 1.232 -7.047 3.151 0.08
C -6.901 3.098 -4.527 -0.02
C -5.437 3.452 -4.881 -0.30
C -4.350 3.164 -3.777 -0.17
O -3.168 3.192 -4.503 -0.25
C -1.894 3.102 -3.755 0.02
N -4.917 2.773 -6.087 0.19
H -3.910 3.035 -6.043 0.15
H -4.987 1.756 -5.969 0.17
H -5.397 3.064 -6.946 0.18
H -6.938 2.096 -4.110 0.08
H -7.557 3.248 -5.387 0.08
H -7.237 3.838 -3.795 0.10
H -5.361 4.517 -5.105 0.16
H -4.547 2.227 -3.253 0.13
H -4.348 3.948 -3.017 0.15
H -1.124 2.893 -4.518 0.08
H -1.891 2.290 -3.016 0.08
H -1.697 4.045 -3.243 0.09
C 1.913 3.019 6.338 -0.01
C 1.960 2.451 4.887 -0.28
C 3.388 1.928 4.577 -0.20
O 3.490 1.672 3.186 -0.24
C 4.851 1.489 2.789 -0.06
N 0.862 1.487 4.451 0.19
H 0.781 0.786 5.189 0.11
H -0.110 2.178 4.421 0.04
H 1.096 0.962 3.612 0.10
H 1.101 3.717 6.495 0.06
H 2.810 3.610 6.512 0.08
H 1.846 2.209 7.060 0.07
H 1.899 3.353 4.281 0.13
H 3.702 1.117 5.241 0.12
H 4.140 2.702 4.859 0.13
H 4.715 1.235 1.762 0.06
H 5.248 0.742 3.488 0.09
H 5.339 2.465 2.939 0.10
C 2.756 -2.554 3.993 -0.03
C 1.972 -3.750 4.526 -0.23
C 3.000 -4.819 4.977 -0.18
O 2.284 -5.929 5.502 -0.19
C 3.132 -7.028 5.704 -0.12
N 1.155 -3.209 5.747 0.24
H 0.740 -3.900 6.378 0.17
H 1.688 -2.608 6.367 0.10
H 0.386 -2.683 5.326 0.10
H 2.111 -1.746 3.686 0.05
H 3.276 -2.809 3.070 0.09
H 3.414 -2.200 4.780 0.09
H 1.266 -4.180 3.824 0.12
H 3.719 -4.444 5.712 0.14
H 3.532 -5.073 4.061 0.13
H 3.764 -6.887 6.576 0.09
H 3.698 -7.267 4.793 0.09
H 2.505 -7.893 5.845 0.08
C 2.257 3.885 1.010 -0.02
C 1.868 4.098 -0.468 -0.27
C 2.105 5.537 -0.973 -0.18
O 1.705 5.657 -2.334 -0.20
C 0.294 5.998 -2.429 -0.07
N 2.734 3.176 -1.345 0.18
H 2.503 2.203 -1.194 0.10
H 2.677 3.332 -2.337 0.12
H 3.802 3.185 -0.933 -0.01
H 2.091 2.839 1.264 0.07
H 1.690 4.547 1.651 0.08
H 3.316 4.022 1.145 0.07
H 0.791 3.900 -0.685 0.14
H 3.179 5.763 -1.049 0.13
H 1.609 6.300 -0.337 0.14
H 0.113 7.007 -2.038 0.09
H -0.258 5.271 -1.841 0.05
H 0.041 5.957 -3.475 0.07
C -0.515 -1.907 -7.177 -0.01
C -1.789 -1.749 -6.354 -0.29
C -1.854 -0.495 -5.460 -0.14
O -3.172 -0.431 -4.893 -0.26
C -3.353 -1.017 -3.569 -0.01
N -3.090 -1.692 -7.219 0.22
H -3.372 -2.632 -7.534 0.18
H -3.843 -1.342 -6.612 0.14
H -2.922 -1.113 -8.040 0.16
H -0.556 -2.694 -7.940 0.09
H 0.280 -2.216 -6.467 0.08
H -0.268 -0.956 -7.661 0.09
H -1.997 -2.603 -5.715 0.10
H -1.764 0.396 -6.079 0.13
H -1.137 -0.656 -4.673 0.13
H -4.364 -0.762 -3.269 0.09
H -2.657 -0.532 -2.898 0.08
H -3.128 -2.060 -3.661 0.06
B -1.276 -1.900 3.315 -1.27
F -1.276 -0.556 3.147 0.19
F -1.043 -2.261 4.650 0.13
F -2.433 -2.515 2.839 0.14
F -0.173 -2.423 2.524 0.06
B -1.792 5.193 0.740 -1.24
F -2.144 4.261 -0.328 0.02
F -2.939 5.419 1.553 0.09
F -0.804 4.573 1.568 0.08
F -1.316 6.322 0.176 0.17
B 1.191 -0.672 7.551 -1.23
F 1.267 0.287 8.546 0.14
F 2.339 -0.617 6.713 0.08
F 1.137 -1.977 8.076 0.10
F 0.041 -0.454 6.715 0.08
As -0.828 -4.530 -3.717 0.63
F 0.247 -5.154 -4.881 -0.22
F -1.249 -6.101 -3.203 -0.23
F -1.977 -3.947 -2.579 -0.25
F -0.424 -2.922 -4.149 -0.22
F -2.149 -4.543 -4.860 -0.26
F 0.358 -4.471 -2.509 -0.22
O 1.263 2.585 -6.199 0.04
C 1.645 1.828 -5.075 -0.72
O 2.524 1.005 -5.422 -0.02
O 1.246 2.153 -3.926 -0.02
H 0.745 3.328 -5.869 0.08
O -0.697 4.371 5.384 0.07
C -1.766 3.485 5.159 -0.67
O -2.915 3.641 5.524 0.09
O -1.285 2.466 4.553 -0.02
H -1.201 5.137 5.674 0.11
O 6.451 1.407 -0.462 0.10
C 5.333 1.946 -1.061 -0.70
O 4.707 1.274 -1.894 -0.01
O 4.959 3.030 -0.565 0.06
H 6.597 0.558 -0.893 0.10

=====

5
Properties=species:S:1:pos:R:3:nbo_charge:R:1 method="wB97M-V/def2-TZVPD" homo_lumo_gap_ev=8.5531 smiles="O=NBr.ClI" e_tot_ha=-3461.80499
O 1.021 0.530 -0.393 -0.17
N 1.936 0.786 0.267 0.21
Br 3.504 -0.430 0.143 -0.04
Cl -3.850 -1.411 -0.097 -0.25
I -2.611 0.526 0.080 0.25

=====

16
Properties=species:S:1:pos:R:3:nbo_charge:R:1 method="wB97M-V/def2-TZVPD" homo_lumo_gap_ev=10.0600 e_tot_ha=-383.57135
C 1.841 -0.187 0.328 -0.08
C 0.863 0.970 -0.486 -0.51
C -0.613 0.765 0.555 0.08
C -0.141 -1.138 0.041 0.29
C -1.695 -1.235 -0.082 -0.22
C -2.076 0.093 0.087 -0.25
H 2.229 0.047 1.290 0.20
H 2.849 -0.330 -0.315 0.19
H 0.696 0.891 -1.598 0.21
H 1.148 2.140 -0.517 0.23
H -0.842 1.748 1.185 0.20
H 0.059 -0.545 -0.913 0.21
H -2.531 -2.011 -0.580 0.25
H -2.966 0.627 -0.289 0.23
O -0.163 -0.289 1.194 -0.53
O 1.341 -1.548 0.101 -0.51

=====

35
Properties=species:S:1:pos:R:3:nbo_charge:R:1 method="wB97M-V/def2-TZVPD" homo_lumo_gap_ev=6.2978 e_tot_ha=-8441.28266
C -0.725 -0.571 -3.471 -0.61
C 0.246 -1.215 -2.463 -0.91
Ga 0.307 -0.383 -0.623 1.23
C 1.977 0.852 -0.558 -1.18
S 1.761 2.544 -0.153 2.03
O 2.095 3.397 -1.254 -0.94
O 2.473 2.829 1.078 -1.01
C 0.669 -1.926 0.709 -0.72
Br -1.009 -2.618 1.459 -0.04
C 1.701 -1.613 1.753 -0.22
C 1.319 -0.544 2.736 -0.64
Br 2.078 -3.240 2.860 -0.08
P -1.597 0.851 -0.048 0.07
C -3.060 0.559 -1.118 -0.89
C -2.073 0.643 1.748 -0.94
H -1.042 0.427 -3.192 0.19
H -1.583 -1.208 -3.649 0.20
H -0.230 -0.480 -4.432 0.20
H 1.251 -1.134 -2.865 0.21
H 0.062 -2.276 -2.343 0.21
H 2.732 0.508 0.135 0.26
H 2.422 0.860 -1.543 0.27
H 0.468 2.822 0.196 -0.07
H 1.059 -2.744 0.123 0.23
H 2.652 -1.423 1.280 0.23
H 1.029 0.375 2.227 0.17
H 2.124 -0.346 3.430 0.23
H 0.471 -0.888 3.318 0.22
H -3.050 1.264 -1.935 0.24
H -3.141 -0.453 -1.492 0.23
H -3.954 0.782 -0.544 0.23
H -1.209 0.521 2.413 0.20
H -2.756 -0.186 1.863 0.26
H -2.645 1.529 2.082 0.16
Na -0.823 2.487 2.275 0.95

=====

9
Properties=species:S:1:pos:R:3:nbo_charge:R:1 method="wB97M-V/def2-TZVPD" homo_lumo_gap_ev=8.7487 smiles="CC#[N+]C1=NO1" charge=+1 e_tot_ha=-300.36964
C -0.216 0.171 0.101 -0.77
C -0.467 -1.217 0.105 0.79
N -0.612 -2.329 0.406 -0.29
C -1.193 -3.560 0.524 0.54
N -1.630 -4.463 1.197 0.04
O -1.732 -4.254 -0.426 -0.31
H -0.843 0.823 -0.620 0.35
H 0.756 0.354 -0.104 0.31
H -0.538 0.457 1.234 0.34

=====

81
Properties=species:S:1:pos:R:3:lowdin_charge:R:1 method="wB97M-V/def2-TZVPD" homo_lumo_gap_ev="3.0481 / 2.7145" charge=+2 e_tot_ha=-4743.18293
C 5.413 -0.410 -5.128 -0.01
C 4.104 0.123 -5.162 -0.23
C 3.635 0.602 -6.394 -0.02
C 4.533 0.698 -7.469 -0.12
N 5.793 0.274 -7.387 0.07
C 6.234 -0.274 -6.248 -0.12
C 3.294 0.220 -3.962 0.07
C 2.859 0.385 -2.814 -0.02
C 2.664 0.800 -1.450 -0.31
C 2.484 -0.174 -0.451 -0.11
C 2.108 0.233 0.846 -0.12
C 1.913 1.609 1.116 -0.58
C 2.168 2.586 0.130 -0.12
C 2.609 2.179 -1.130 -0.01
Hg -0.171 -0.575 -1.903 0.84
P -2.146 -1.756 0.747 1.08
H 2.606 0.915 -6.541 0.11
H 5.808 -0.906 -4.249 0.11
H 4.213 1.134 -8.426 0.12
H 7.272 -0.617 -6.224 0.12
H 2.848 2.920 -1.893 0.13
H 2.726 -1.208 -0.626 0.11
H 1.883 3.628 0.337 0.11
H 1.689 -0.459 1.564 0.05
C -3.290 -1.909 2.223 -0.38
C -4.589 -2.686 2.143 -0.12
H -3.498 -0.865 2.513 0.07
H -2.649 -2.333 3.010 0.09
H -5.065 -2.588 3.123 0.09
H -5.283 -2.301 1.388 0.08
H -4.422 -3.754 1.974 0.08
C -2.971 -2.534 -0.781 -0.37
C -1.935 -3.233 -1.653 -0.23
H -3.388 -1.670 -1.342 0.07
H -3.746 -3.208 -0.416 0.08
H -2.086 -2.998 -2.707 0.07
H -0.876 -2.950 -1.475 -0.03
H -1.948 -4.319 -1.559 0.08
C -0.964 -3.043 1.343 -0.42
C -1.462 -4.476 1.399 -0.10
H -0.693 -2.709 2.359 0.07
H -0.056 -2.956 0.726 0.07
H -0.585 -5.115 1.550 0.10
H -2.131 -4.638 2.251 0.08
H -1.970 -4.804 0.487 0.06
Br 0.530 1.988 2.347 0.95
P -2.934 3.144 -0.383 1.26
C -3.532 1.391 -0.155 -0.39
C -5.053 1.291 -0.298 -0.14
H -3.217 1.022 0.827 0.05
H -3.055 0.769 -0.904 0.03
H -5.343 0.260 -0.558 0.08
H -5.586 1.542 0.635 0.09
H -5.423 1.944 -1.107 0.08
C -2.240 3.442 1.321 -0.41
C -2.410 4.846 1.926 -0.13
H -1.174 3.210 1.253 -0.05
H -2.713 2.721 1.998 0.08
H -2.041 4.822 2.964 0.09
H -1.835 5.628 1.405 0.08
H -3.467 5.177 1.979 0.09
C -1.383 2.930 -1.372 -0.39
C -1.669 3.482 -2.754 -0.16
H -1.087 1.875 -1.480 -0.02
H -0.557 3.447 -0.878 0.08
H -0.743 3.598 -3.321 0.09
H -2.300 2.795 -3.321 0.08
H -2.166 4.458 -2.709 0.08
N 1.961 1.120 5.051 0.09
C 2.377 -0.140 4.668 -0.39
C 3.537 -0.670 5.289 -0.01
C 3.944 -1.944 4.918 -0.05
C 3.157 -2.665 3.987 -0.07
C 2.000 -2.069 3.480 -0.18
N 1.635 -0.820 3.778 0.06
H 1.494 1.636 4.282 -0.06
H 2.656 1.664 5.531 0.09
H 4.038 -0.034 6.021 0.12
H 4.854 -2.385 5.337 0.12
H 3.428 -3.663 3.619 0.10
H 1.380 -2.649 2.789 0.08

=====

16
Properties=species:S:1:pos:R:3:nbo_charge:R:1 method="wB97M-V/def2-TZVPD" homo_lumo_gap_ev="8.1008 / 5.1179" e_tot_ha=-2689.16813 spin_multiplicity=6
Pm 1.586 0.416 1.778 1.50
S -0.921 -0.104 2.835 -0.48
Sb 0.453 0.118 4.834 0.95
S 1.479 2.133 3.927 -0.77
S 2.085 -1.353 3.791 -0.66
S 2.519 -0.719 -0.583 -0.31
C 0.899 -0.315 -1.089 0.09
C 0.294 -0.916 -2.201 -0.27
C -1.008 -0.594 -2.508 -0.13
C -1.698 0.328 -1.719 -0.29
C -1.043 0.884 -0.647 0.07
N 0.231 0.591 -0.339 -0.60
H 0.864 -1.626 -2.781 0.24
H -1.496 -1.052 -3.359 0.22
H -2.722 0.598 -1.934 0.23
H -1.522 1.612 -0.004 0.21

=====

12
Properties=species:S:1:pos:R:3:nbo_charge:R:1 method="wB97M-V/def2-TZVPD" homo_lumo_gap_ev=8.9008 e_tot_ha=-269.24240
C -2.617 -0.723 -0.030 -0.26
C -1.564 -0.311 -0.446 -0.03
C -0.360 0.265 -0.894 -0.52
C 0.746 0.457 -0.121 0.45
C 1.274 -0.428 0.956 -0.69
O 1.429 1.558 -0.481 -0.64
H -3.529 -1.131 0.333 0.23
H -0.210 0.433 -1.960 0.24
H 2.063 0.031 1.556 0.23
H 1.664 -1.342 0.485 0.24
H 0.439 -0.740 1.590 0.25
H 0.666 1.931 -0.988 0.50

=====

18
Properties=species:S:1:pos:R:3:nbo_charge:R:1 method="wB97M-V/def2-TZVPD" homo_lumo_gap_ev=9.9951 charge=+1 e_tot_ha=-306.18296
C -2.720 0.689 -0.077 -0.52
C -1.870 -0.282 0.085 0.41
C -1.467 -1.636 -0.048 -0.79
C 2.340 -0.719 0.181 -0.47
C 0.738 1.610 -0.272 -0.51
N 0.930 -0.705 0.164 -0.04
N 0.264 0.302 0.044 -0.03
H -2.628 1.848 -0.023 0.29
H -3.785 0.631 -0.173 0.30
H -2.147 -2.372 0.463 0.30
H -0.385 -1.763 0.170 0.32
H -1.471 -1.792 -1.156 0.27
H 2.669 -1.205 1.053 0.26
H 2.728 0.247 0.159 0.21
H 2.465 -1.319 -0.777 0.26
H 1.030 2.163 0.624 0.26
H 0.039 2.291 -0.842 0.26
H 1.726 1.468 -0.922 0.23

=====

60
Properties=species:S:1:pos:R:3:nbo_charge:R:1 method="wB97M-V/def2-TZVPD" homo_lumo_gap_ev=9.7094 smiles="COCCCC[C@@H]1OC(=O)C[C@@H]1CCCCN.CC#N.CC#N.CC#N" e_tot_ha=-1189.06475
C 4.358 -1.238 1.058 -0.26
O 5.406 -0.297 1.031 -0.53
C 5.237 0.716 1.998 -0.06
C 4.221 1.788 1.545 -0.44
C 3.109 2.030 2.565 -0.39
C 1.821 2.632 1.956 -0.44
C 0.817 1.533 1.632 0.11
O 1.314 0.856 0.440 -0.52
C 0.816 1.498 -0.658 0.81
O 1.137 1.173 -1.778 -0.60
C -0.166 2.577 -0.208 -0.53
C -0.563 1.949 1.127 -0.22
C -1.530 2.640 2.064 -0.40
C -2.319 1.619 2.908 -0.39
C -3.602 1.080 2.271 -0.41
C -3.436 -0.158 1.418 -0.23
N -4.784 -0.661 1.017 -0.83
H 4.507 -1.976 1.851 0.16
H 3.381 -0.771 1.189 0.17
H 4.356 -1.760 0.106 0.19
H 6.211 1.186 2.109 0.19
H 4.930 0.298 2.959 0.16
H 3.833 1.456 0.586 0.22
H 4.735 2.731 1.364 0.20
H 2.836 1.080 3.026 0.19
H 3.482 2.650 3.377 0.21
H 1.390 3.373 2.628 0.22
H 2.117 3.150 1.048 0.21
H 0.694 0.859 2.476 0.20
H 0.364 3.524 -0.174 0.23
H -1.029 2.639 -0.861 0.26
H -0.994 0.997 0.809 0.21
H -1.009 3.305 2.753 0.20
H -2.212 3.261 1.487 0.22
H -2.595 2.136 3.826 0.21
H -1.630 0.818 3.181 0.19
H -4.274 0.806 3.082 0.21
H -4.078 1.869 1.693 0.21
H -2.889 -0.949 1.931 0.17
H -2.902 0.038 0.494 0.19
H -4.847 -0.616 0.007 0.35
H -4.817 -1.654 1.211 0.35
C 1.296 -1.814 -3.355 -0.74
C 0.178 -2.274 -4.170 0.31
N -0.713 -2.637 -4.796 -0.37
H 2.229 -1.929 -3.901 0.26
H 1.157 -0.763 -3.100 0.29
H 1.345 -2.394 -2.436 0.25
C -1.688 -5.956 -4.353 -0.72
C -2.288 -7.164 -3.796 0.29
N -2.759 -8.112 -3.355 -0.34
H -0.984 -5.530 -3.643 0.25
H -1.162 -6.195 -5.275 0.26
H -2.460 -5.221 -4.568 0.26
C -2.449 -0.007 -2.992 -0.72
C -2.870 0.904 -1.933 0.32
N -3.202 1.613 -1.094 -0.37
H -2.244 0.555 -3.901 0.27
H -1.545 -0.531 -2.688 0.26
H -3.233 -0.734 -3.190 0.26

=====

15
Properties=species:S:1:pos:R:3:nbo_charge:R:1 method="wB97M-V/def2-TZVPD" homo_lumo_gap_ev=8.1224 smiles="CS(=O)(=O)C1=[S@](C)(=O)O1" e_tot_ha=-1215.00871
C -1.606 -0.650 1.067 -0.88
S -0.639 -0.961 -0.433 2.08
O -0.375 0.295 -1.125 -0.99
O -1.228 -1.979 -1.241 -0.92
C 0.928 -1.488 0.335 -0.31
S 2.213 -0.289 -0.003 1.83
C 2.256 1.524 -0.221 -0.82
O 3.547 -0.646 0.253 -0.87
O 1.186 -0.323 1.291 -0.72
H -2.003 -1.558 1.339 0.25
H -0.884 -0.063 1.581 0.26
H -2.615 -0.113 0.874 0.27
H 2.385 1.851 -1.323 0.27
H 1.188 1.829 0.082 0.28
H 3.083 2.040 0.283 0.27

=====

11
Properties=species:S:1:pos:R:3:nbo_charge:R:1 method="wB97M-V/def2-TZVPD" homo_lumo_gap_ev="8.8344 / 7.3925" charge=+4 e_tot_ha=-407.03375 spin_multiplicity=6
C -2.244 0.886 -0.854 0.98
O -2.476 1.898 -0.318 -0.54
H -3.145 2.627 -0.246 0.70
C -0.468 -0.573 -0.672 -0.28
C 0.523 -0.367 0.224 0.32
C 1.834 -0.151 0.508 0.35
O 2.745 -0.844 0.957 -0.49
Ir 3.366 -2.384 1.591 1.83
H -1.124 -1.439 -0.502 0.37
H -0.243 -0.478 -1.744 0.37
H 1.232 0.822 1.055 0.38

=====

9
Properties=species:S:1:pos:R:3:nbo_charge:R:1 method="wB97M-V/def2-TZVPD" homo_lumo_gap_ev="10.0051 / 6.4941" e_tot_ha=-280.20895
N 0.811 0.381 -0.899 -0.82
C -0.259 0.080 0.807 -0.26
C -0.612 0.612 -0.508 0.23
N -1.602 1.068 -1.047 -0.12
C -0.393 -1.291 1.154 0.20
N -0.449 -2.422 1.412 -0.29
H 1.443 1.176 -0.966 0.40
H 1.024 -0.361 -1.565 0.41
H 0.036 0.756 1.610 0.25

=====

12
Properties=species:S:1:pos:R:3:nbo_charge:R:1 method="wB97M-V/def2-TZVPD" homo_lumo_gap_ev=11.0028 e_tot_ha=-265.34919
N 0.802 0.696 -2.319 -0.32
C 0.486 0.682 -1.172 0.20
C 0.263 1.203 0.189 -0.32
N -0.259 0.203 1.062 -0.40
C 0.337 -1.020 0.519 -0.23
C -1.107 -0.808 0.417 -0.29
H 1.282 1.556 0.424 0.24
H -0.355 2.092 0.045 0.24
H 0.647 -1.769 1.247 0.21
H 1.197 -0.870 -0.862 0.24
H -1.480 -0.615 -0.590 0.20
H -1.814 -1.351 1.040 0.22